[1]
82
Properties=species:S:1:pos:R:3:lowdin_charge:R:1 method="wB97M-V/def2-TZVPD" e_above_lowest_ev=0.110 e_homo_ev="-10.7 / -10.7" charge=+1 lumo_ha="-0.1106 / -0.1672" spin_multiplicity=6 s_squared=8.77 energy_ev=-96735.25297 orbital_gap_ha="0.2825 / 0.2276"
H 3.031 0.205 -4.603 0.121
H 0.274 0.429 4.072 0.054
C 2.013 3.128 2.689 -0.007
C -0.449 2.884 2.188 -0.174
C 0.846 -0.391 4.505 -0.050
O 1.245 -2.775 2.180 -0.307
H 2.760 0.454 4.104 0.133
C 0.356 -3.873 1.804 -0.441
C 1.131 2.937 -2.917 -0.193
C -0.157 -4.480 3.091 -0.029
H 2.289 4.230 -4.187 0.125
H 0.523 -5.696 0.692 0.092
H 0.290 -1.313 4.369 0.071
O -0.709 -0.400 -1.776 -0.233
H -0.833 -5.300 2.859 0.091
N 2.764 2.242 -4.483 0.113
C 3.332 2.974 2.308 -0.036
H 1.492 -4.368 0.039 0.045
H 2.559 -2.587 4.260 0.073
H -2.941 0.760 -2.702 0.106
H 1.752 3.566 3.643 0.129
O 2.235 -0.512 2.442 -0.302
H 4.131 3.290 2.965 0.120
H -0.647 3.957 2.325 0.138
H -2.526 -1.212 -3.741 0.101
H 0.012 -5.447 -3.865 0.099
H 0.944 -0.207 5.574 0.097
H -2.743 -2.714 -5.682 0.096
C 3.618 2.401 1.079 -0.029
S -0.499 -0.574 1.364 0.663
H 4.633 2.241 0.750 0.118
O -1.213 -2.073 -0.380 -0.084
N 0.864 1.681 -2.538 0.030
H -5.228 1.514 1.550 0.128
H -0.650 2.427 3.167 0.124
C -5.498 0.813 -0.487 -0.021
C 2.484 1.001 -4.115 -0.074
P 1.423 -1.408 1.422 -0.049
C -0.552 -4.526 -3.832 -0.132
C 1.533 0.706 -3.143 -0.100
C -3.498 0.900 -1.786 -0.113
H 0.668 -4.872 3.684 0.090
H -0.467 -3.443 1.227 0.102
H 2.739 1.537 -0.677 0.079
C -1.138 4.780 -0.995 -0.112
C -2.596 2.164 1.522 -0.528
C -4.784 1.318 0.586 0.028
C -2.099 -2.984 -4.857 -0.139
C 1.004 2.716 1.826 -0.262
C -1.167 -2.500 -2.694 -0.132
N -0.629 3.625 -1.373 0.039
C 3.055 -1.638 4.440 -0.033
N 1.292 2.178 0.639 -0.011
H -0.702 -3.751 3.684 0.080
C -3.438 1.584 0.411 -0.190
N -1.308 2.327 1.174 -0.167
N 0.447 5.268 -2.448 0.150
N -2.813 1.370 -0.747 0.003
C 2.083 3.210 -3.890 -0.047
C -1.979 -2.145 -3.763 -0.016
C -1.379 -4.171 -4.889 -0.734
C 2.232 -0.483 3.906 -0.414
C -4.848 0.610 -1.696 -0.026
O -3.100 2.471 2.593 0.070
S 2.277 -1.452 -0.299 0.381
C 2.568 2.012 0.276 -0.144
C -0.458 -3.693 -2.729 -0.003
H -1.932 4.927 -0.288 0.140
H 3.191 -1.516 5.514 0.092
Ir -0.494 1.354 -0.570 1.452
H -0.648 6.762 -1.578 0.171
H -6.549 0.585 -0.387 0.119
C -1.031 -1.603 -1.506 -0.613
H 2.015 -5.205 1.507 0.093
C 1.148 -4.845 0.956 -0.040
C 0.338 3.973 -2.258 -0.315
I -1.543 -5.430 -6.540 0.899
H 4.036 -1.660 3.969 0.092
H -5.375 0.229 -2.559 0.115
H 1.306 -0.301 -2.838 0.074
N -0.501 5.765 -1.636 0.052
H 0.185 -3.959 -1.901 0.107


[2]
79
Properties=species:S:1:pos:R:3:lowdin_charge:R:1 method="wB97M-V/def2-TZVPD" e_homo_ev=-8.8 charge=0 lumo_ha=0.0149 energy_ev=-58472.11979 orbital_gap_ha=0.3400
C -3.175 2.794 4.164 -0.084
C 3.039 -0.580 -2.267 -0.501
H 4.610 -6.831 0.324 0.063
H -5.159 4.427 0.541 0.070
C 2.211 1.567 -1.787 -0.153
H -4.607 4.172 -2.356 0.060
C 6.139 -8.829 -2.001 -0.320
O -2.796 -0.383 -3.677 -0.218
H -0.110 0.378 0.218 0.089
C 0.084 5.554 3.387 -0.090
C 0.345 2.451 -0.320 -0.174
H 5.523 -10.741 -1.207 0.072
O 4.480 -3.581 1.228 -0.096
H 7.064 -9.045 -0.300 0.082
H -1.117 1.388 -2.186 0.103
H 1.916 1.046 0.253 0.106
H 1.380 1.176 -2.376 0.125
H 4.275 -9.503 -1.156 0.071
C -3.671 1.642 3.310 -0.305
H -5.694 6.365 -0.947 0.110
H 0.244 3.216 0.447 0.084
H -1.560 -0.119 -1.424 0.101
O 6.662 -8.314 -0.780 -0.094
C 3.983 -4.779 0.628 -0.324
H 6.959 -9.228 -2.607 0.107
O 1.731 4.672 1.826 -0.091
N -3.957 0.464 -1.607 -0.225
H 0.079 2.945 -1.258 0.111
O 3.052 -0.801 -3.446 0.146
C -5.784 -0.113 -0.505 -0.256
C 5.093 -9.901 -1.757 -0.094
H 5.303 -3.354 0.783 0.079
H 0.199 6.573 3.010 0.074
O -4.550 5.068 -2.005 -0.086
O -4.218 1.589 -3.896 -0.232
C -1.513 0.959 -1.266 -0.170
C 2.755 -1.582 -1.189 -0.048
C 4.984 -5.910 0.772 -0.094
C 1.791 1.935 -0.365 -0.166
F -5.173 -0.577 -3.428 -0.113
H -6.916 4.599 0.364 0.073
H 1.857 5.565 1.491 0.087
N -5.287 0.811 -1.156 0.089
C 1.470 -1.800 -0.851 0.024
O -6.235 -0.987 0.094 0.237
H 3.594 -2.116 -0.753 0.094
H 4.687 -10.276 -2.697 0.074
H 5.704 -7.983 -2.533 0.111
H 2.573 2.473 -2.274 0.130
H -1.936 0.772 3.105 0.089
H 1.158 -1.861 0.186 0.064
H -0.196 5.606 4.440 0.075
C -5.766 5.342 -1.315 -0.317
H -6.039 3.349 -0.535 0.047
H -3.160 1.510 -0.030 0.105
S -3.937 0.346 -3.266 0.603
H 3.047 -5.027 1.125 0.112
C -2.971 1.442 -1.099 -0.170
H -0.730 5.090 2.829 0.063
O 3.322 0.646 -1.753 -0.018
H -3.105 2.430 -1.546 0.115
H -1.302 1.564 0.798 0.072
H -6.598 5.291 -2.025 0.110
H 1.246 3.744 3.559 0.111
C -5.988 4.376 -0.167 -0.095
C -0.650 1.291 -0.028 -0.162
H -2.387 2.459 4.843 0.075
H -2.752 3.578 3.534 0.064
O -2.624 1.091 2.511 -0.102
H 3.769 -4.588 -0.430 0.101
H 5.197 -6.093 1.825 0.079
H 0.728 -1.948 -1.632 0.077
H 2.453 2.700 0.042 0.103
H -4.443 1.982 2.620 0.106
H -4.097 0.855 3.940 0.111
H 2.186 5.230 3.760 0.108
C 1.368 4.766 3.200 -0.312
H 5.930 -5.658 0.288 0.074
H -3.984 3.219 4.758 0.077


[3]
15
Properties=species:S:1:pos:R:3:lowdin_charge:R:1 method="wB97M-V/def2-TZVPD" e_above_lowest_ev=1.310 e_homo_ev="-4.4 / -7.1" charge=0 lumo_ha="0.0069 / 0.0052" spin_multiplicity=2 s_squared=0.75 energy_ev=-33094.16591 orbital_gap_ha="0.1681 / 0.2673"
O -2.059 1.332 -0.332 0.045
H 0.931 -1.375 -0.043 0.125
O 1.267 2.116 -1.491 -0.569
O -0.916 -0.522 -0.825 0.066
H -0.336 -2.476 -0.559 0.130
Ca 3.279 1.570 -1.933 0.959
C 1.383 1.752 -0.221 -0.582
H -0.041 -1.297 2.135 0.139
C -0.155 -1.521 -0.057 -0.060
C -0.782 -1.385 1.336 -0.080
O -1.503 -0.144 1.251 0.083
Li -0.561 2.526 -0.902 0.661
O 2.557 1.338 0.074 -0.412
H -1.494 -2.185 1.566 0.132
C -1.570 0.270 0.000 -0.637


[4]
24
Properties=species:S:1:pos:R:3:lowdin_charge:R:1 method="wB97M-V/def2-TZVPD" e_above_lowest_ev=0.782 e_homo_ev=-8.1 charge=0 lumo_ha=0.0341 energy_ev=-17258.43986 orbital_gap_ha=0.3323
C 1.469 1.197 -0.967 -0.116
N -0.831 -1.887 0.624 -0.224
H -1.505 1.507 -0.805 0.006
C -1.679 0.807 -0.112 -0.333
H 2.173 1.884 -0.652 0.049
H 2.223 0.903 1.423 0.100
H 1.076 -0.267 2.037 0.057
H -3.849 1.031 -0.710 0.061
H -1.565 1.142 0.833 0.021
C 1.181 0.525 1.332 -0.078
C 2.251 -1.258 -0.465 -0.085
H -3.103 -0.415 -1.071 0.007
P -0.508 -0.852 -0.657 0.963
C 1.214 -0.079 -0.110 -0.646
H 0.595 1.732 -0.856 0.014
C -3.092 0.338 -0.347 -0.211
H -0.266 -1.735 1.442 0.016
H -1.764 -2.146 0.887 0.031
H 0.498 1.249 1.282 0.011
H 1.741 -2.040 -1.124 0.072
H -3.483 -0.105 0.643 0.092
H 1.651 0.920 -2.078 0.118
H 2.528 -1.662 0.435 0.029
H 3.042 -0.789 -0.985 0.048